{"formula": "C5H12N2O2P", "method": "the ωB97M-V functional and the def2-TZVPD basis", "relative_energy_kj_mol": 618.5, "lumo_ha": -0.2103, "homo_lumo_gap_ev": 5.24, "charge": 1, "elements": ["C", "C", "C", "C", "C", "N", "N", "O", "O", "P", "H", "H", "H", "H", "H", "H", "H", "H", "H", "H", "H", "H"], "xyz": [[-0.144717, -0.185952, 0.150176], [5.883078, 0.650388, -0.126492], [-2.973824, 1.589082, 0.754025], [-1.861477, -1.756960, -0.252550], [-1.666661, -0.378682, 0.461310], [4.687809, -0.060625, -0.350751], [-2.369292, 0.642218, -0.161126], [0.203532, 0.614052, -0.734266], [-3.254494, -2.184932, -0.454448], [3.392502, -0.781934, -0.457066], [5.937948, 0.918856, 0.965928], [6.001817, 1.567738, -0.783113], [6.653644, -0.012107, -0.315351], [-3.005906, 2.567696, 0.233771], [-4.022805, 1.388570, 0.845889], [-2.281033, 1.616492, 1.667384], [-1.411677, -1.873205, -1.318868], [-1.176441, -2.526856, 0.300042], [-1.826428, -0.369894, 1.489723], [-2.964324, 0.360929, -0.871520], [-0.472373, 1.149676, -1.251984], [-3.328882, -2.934544, 0.209283]], "atomic_forces_ev_per_a": [[0.4, -2.2, 2.6], [-0.6, 2.3, 1.0], [1.1, 1.3, -0.6], [1.0, -2.2, -0.8], [2.0, -1.0, -3.8], [-2.4, -0.8, -0.1], [0.3, 1.7, 0.3], [0.6, 1.6, -2.1], [1.8, -0.9, 2.3], [1.3, 0.9, 0.1], [-0.1, 0.0, -1.1], [-0.5, -1.1, 0.8], [1.8, -1.3, -0.5], [0.5, -0.1, 0.7], [-0.5, -0.5, 1.2], [-1.7, 0.3, -1.0], [-0.6, 1.2, 1.6], [-1.7, 1.1, -0.6], [-0.1, -0.6, 1.9], [-1.4, -0.7, -1.3], [-0.8, -0.4, 0.8], [-0.4, 1.4, -1.3]]}